(1)
A 9-piece molecular cluster, C22H41Cl4F7N6O8S2 overall in a non-equilibrium geometry, computed with ωB97M-V with the def2-TZVPD basis set.

Results
Highest occupied orbital energy ... -9.249 eV
Frontier orbital gap ... 7.568 eV

The geometry in ORCA input format:
```
! RIJCOSX wB97M-V def2-TZVPD def2/J DEFGRID3
* xyz 0 1
N -0.914 -2.958 2.708
H -1.359 -2.365 3.393
H -0.048 -3.311 3.088
H -0.777 -2.515 1.810
H -1.384 -3.851 2.662
C -0.614 1.352 0.606
F 0.362 1.132 1.511
F -1.798 1.097 1.200
F -0.545 2.601 0.257
S -0.421 0.163 -0.972
O -1.760 0.037 -1.514
O 0.381 1.018 -1.810
N 0.076 -1.334 -0.357
S 1.436 -1.448 -1.123
O 1.414 -1.724 -2.581
O 2.366 -0.462 -0.660
C 2.116 -3.156 -0.480
F 1.105 -4.097 -0.503
F 3.162 -3.525 -1.133
F 2.494 -2.970 0.785
C 4.245 -3.703 6.083
C 2.934 -4.168 5.406
O 1.867 -3.554 5.515
N 3.091 -5.361 4.786
C 2.044 -6.125 4.073
H 4.879 -4.546 6.358
H 4.021 -3.094 6.959
H 4.731 -3.111 5.307
H 4.017 -5.766 4.777
H 2.152 -6.017 2.993
H 1.003 -5.959 4.349
H 2.234 -7.192 4.185
C 3.837 1.328 4.038
C 3.873 2.591 3.179
O 3.998 3.658 3.836
N 3.820 2.484 1.833
C 3.859 3.543 0.820
H 3.384 1.596 4.992
H 4.840 0.917 4.149
H 3.281 0.479 3.639
H 3.831 1.569 1.406
H 4.640 3.234 0.125
H 4.086 4.486 1.318
H 2.838 3.537 0.438
C 2.858 8.893 4.915
C 1.418 8.377 4.529
O 0.475 9.104 4.224
N 1.210 7.031 4.627
C -0.048 6.356 4.148
H 3.388 8.148 5.508
H 2.922 9.881 5.370
H 3.413 8.945 3.978
H 2.029 6.464 4.791
H 0.062 5.280 4.009
H -0.188 6.745 3.139
H -0.909 6.726 4.703
C -5.214 -2.934 -0.029
C -4.670 -4.266 -0.537
O -5.321 -5.295 -0.434
N -3.560 -4.219 -1.290
C -2.976 -5.313 -2.053
H -5.816 -2.475 -0.815
H -4.462 -2.154 0.086
H -5.858 -3.132 0.827
H -3.257 -3.271 -1.461
H -2.129 -4.925 -2.618
H -3.725 -5.710 -2.738
H -2.692 -6.142 -1.405
C 1.428 4.474 -4.975
Cl 1.855 6.179 -5.516
Cl 1.727 3.348 -6.287
H 2.020 4.254 -4.087
H 0.360 4.367 -4.784
C 3.950 -2.053 -6.712
Cl 2.610 -2.760 -7.581
Cl 5.339 -2.201 -7.719
H 3.834 -0.996 -6.474
H 4.067 -2.627 -5.793
F -7.568 0.470 -3.981
C -7.255 0.166 -5.306
C -5.925 0.326 -5.687
C -5.580 0.393 -7.005
C -6.570 0.138 -7.951
C -7.788 -0.278 -7.539
C -8.226 -0.260 -6.212
H -5.272 0.573 -4.863
H -4.510 0.445 -7.136
H -6.446 0.220 -9.021
H -8.517 -0.461 -8.314
H -9.278 -0.341 -5.984
*
```

---

(2)
C22H41ClEuNP3S as an isolated structure in a non-equilibrium geometry, computed with ωB97M-V with the def2-TZVPD basis set.

Results
Expectation value of S² ... 12.030
Highest occupied orbital energy (alpha / beta) ... -16.255 / -16.141 eV
Frontier orbital gap (alpha / beta) ... 6.026 / 3.812 eV

The geometry in ORCA input format:
```
! RIJCOSX wB97M-V def2-TZVPD def2/J DEFGRID3
* xyz 3 7
Eu 0.774 0.579 -0.189
P -0.383 1.349 2.602
P 1.056 -1.717 1.809
P -1.683 2.349 -0.508
H -1.740 -5.305 -4.724
C -1.754 -4.487 -5.449
C -0.608 -3.970 -5.911
H 0.349 -4.358 -5.545
C -1.914 0.616 3.311
C 0.735 1.103 4.031
C -0.742 3.125 2.877
C 1.689 -2.688 0.383
C 2.438 -1.956 2.997
C -0.123 -2.955 2.524
C -2.111 2.279 -2.293
C -1.538 4.178 -0.393
C -3.379 2.221 0.210
H -2.737 -4.170 -5.830
H -0.594 -3.203 -6.702
H -2.116 1.088 4.282
H -1.777 -0.462 3.456
H -2.762 0.794 2.638
H 0.228 1.577 4.882
H 1.699 1.602 3.858
H 0.895 0.039 4.244
H -0.937 3.223 3.953
H -1.620 3.471 2.318
H 0.133 3.736 2.613
H 2.162 -3.609 0.753
H 2.446 -2.088 -0.148
H 0.873 -2.941 -0.310
H 2.212 -2.780 3.685
H 2.590 -1.036 3.576
H 3.364 -2.182 2.460
H 0.389 -3.925 2.640
H -0.989 -3.067 1.852
H -0.479 -2.607 3.508
H -2.987 2.918 -2.478
H -2.329 1.252 -2.611
H -1.257 2.644 -2.880
H -2.475 4.610 -0.770
H -0.709 4.518 -1.023
H -1.367 4.521 0.633
H -4.040 2.823 -0.432
H -3.428 2.599 1.242
H -3.718 1.172 0.197
C -0.551 -1.648 -2.924
C -1.841 -1.707 -2.314
C -2.409 -2.952 -2.030
C -1.688 -4.120 -2.381
C -0.378 -4.069 -2.882
C 0.196 -2.816 -3.188
S 0.208 -0.150 -3.115
H -1.009 -0.506 -0.536
H -2.405 -0.766 -2.195
H -3.421 -3.033 -1.613
H -2.214 -5.082 -2.321
H 0.168 -5.015 -3.075
H 1.167 -2.702 -3.685
Cl 4.330 4.817 2.929
C 3.985 3.756 1.636
C 4.860 3.663 0.546
C 4.526 2.799 -0.488
C 3.332 2.077 -0.429
N 2.532 2.172 0.635
C 2.816 2.999 1.671
H 5.762 4.260 0.537
H 5.160 2.672 -1.354
H 3.031 1.417 -1.263
H 2.109 3.052 2.500
*
```

---

(3)
C22H41ClNP3RuSe as an isolated structure in a non-equilibrium geometry, computed with ωB97M-V with the def2-TZVPD basis set.

Results
Expectation value of S² ... 8.791
Highest occupied orbital energy (alpha / beta) ... -15.124 / -17.197 eV
Frontier orbital gap (alpha / beta) ... 6.094 / 3.930 eV
Energy above the lowest of the compared OMol25 structures with the same formula, charge and spin ... 0.000 eV

The geometry in ORCA input format:
```
! RIJCOSX wB97M-V def2-TZVPD def2/J DEFGRID3
* xyz 3 6
Ru -0.005 -0.534 0.217
P -1.339 -0.785 2.047
P 0.894 -2.600 0.124
P -1.608 -1.105 -1.093
H -0.474 3.979 1.573
C -1.261 3.251 1.246
C -2.617 3.550 1.754
H -2.641 4.018 2.750
C -0.878 0.154 3.575
C -1.502 -2.458 2.768
C -3.084 -0.178 2.018
C 2.136 -2.652 -1.208
C 1.942 -3.327 1.447
C -0.035 -4.122 -0.255
C -2.568 0.412 -1.399
C -2.836 -2.408 -0.734
C -1.158 -1.597 -2.787
H -1.300 3.345 0.134
H -3.367 3.831 1.012
H -0.611 1.189 3.342
H -0.033 -0.308 4.088
H -1.707 0.172 4.292
H -0.524 -2.916 2.909
H -2.102 -3.093 2.118
H -1.992 -2.370 3.742
H -3.115 0.902 1.803
H -3.522 -0.351 3.013
H -3.690 -0.726 1.294
H 2.703 -3.589 -1.163
H 2.838 -1.808 -1.110
H 1.651 -2.590 -2.191
H 2.381 -4.254 1.067
H 1.353 -3.593 2.331
H 2.774 -2.664 1.724
H 0.665 -4.963 -0.227
H -0.477 -4.083 -1.254
H -0.801 -4.297 0.507
H -3.323 0.190 -2.165
H -1.886 1.198 -1.750
H -3.041 0.758 -0.473
H -3.595 -2.362 -1.529
H -3.290 -2.257 0.247
H -2.353 -3.391 -0.746
H -2.050 -1.612 -3.425
H -0.676 -2.577 -2.808
H -0.428 -0.872 -3.192
C 1.473 2.019 -3.488
C 1.014 3.318 -3.110
C 1.096 4.395 -4.006
C 1.683 4.228 -5.264
C 2.167 2.972 -5.641
C 2.109 1.898 -4.748
Se 1.370 0.439 -2.487
H -1.072 2.169 1.613
H 0.623 3.482 -2.100
H 0.726 5.381 -3.731
H 1.793 5.072 -5.953
H 2.595 2.797 -6.632
H 2.536 0.928 -5.028
Cl 3.317 3.615 1.560
C 2.827 2.061 2.042
C 3.186 1.556 3.289
C 2.800 0.245 3.550
C 1.985 -0.427 2.640
N 1.613 0.106 1.463
C 2.172 1.269 1.085
H 3.836 2.124 3.944
H 3.071 -0.285 4.456
H 1.625 -1.433 2.873
H 2.005 1.563 0.040
*
```

---

(4)
A 8-piece molecular cluster, C22H42BrN7O16PS overall in a non-equilibrium geometry, computed with ωB97M-V with the def2-TZVPD basis set.

Results
Highest occupied orbital energy ... -4.258 eV
Frontier orbital gap ... 5.283 eV

The geometry in ORCA input format:
```
! RIJCOSX wB97M-V def2-TZVPD def2/J DEFGRID3
* xyz -1 1
C 4.369 0.477 1.222
C 3.257 0.148 1.901
C 2.402 -1.065 1.654
P 0.791 -0.772 0.612
S 0.967 1.494 0.648
C 0.435 -2.678 0.514
C -1.038 -2.911 0.283
C -1.832 -3.635 1.070
C -0.206 -0.721 2.264
O -1.604 -0.334 2.128
C -1.912 0.902 2.603
C -1.831 1.277 3.923
C -2.165 2.560 4.291
C -2.602 3.471 3.370
C -2.719 3.109 2.036
C -2.373 1.829 1.690
C 1.690 -0.707 -1.117
C 2.850 -1.573 -1.431
O 3.982 -1.538 -1.071
Br 2.465 -3.048 -2.810
H 5.104 -0.252 0.891
H 4.543 1.536 1.021
H 2.968 0.784 2.736
H 2.027 -1.333 2.656
H 2.979 -1.943 1.341
H -0.456 -0.578 -0.085
H 0.685 1.933 1.890
H 0.758 -3.202 1.421
H 0.944 -3.182 -0.327
H -1.460 -2.390 -0.578
H -2.888 -3.375 1.080
H -1.475 -4.477 1.659
H -0.208 -1.686 2.790
H 0.249 -0.022 2.981
H -1.471 0.580 4.670
H -2.086 2.910 5.317
H -2.857 4.493 3.637
H -3.046 3.767 1.250
H -2.453 1.527 0.652
H 0.923 -0.886 -1.876
H 2.015 0.328 -1.296
C 5.105 -5.530 -2.342
N 4.931 -7.005 -2.423
O 5.251 -7.669 -1.457
O 4.478 -7.450 -3.457
H 5.515 -5.283 -1.369
H 5.785 -5.237 -3.137
H 4.129 -5.070 -2.479
C 6.431 1.819 -2.299
N 5.375 2.787 -1.894
O 5.446 3.258 -0.781
O 4.514 3.030 -2.713
H 7.123 1.699 -1.474
H 5.938 0.879 -2.533
H 6.931 2.228 -3.172
C -3.989 3.990 -2.744
N -3.778 3.945 -1.273
O -3.944 2.882 -0.714
O -3.453 4.986 -0.736
H -4.272 3.001 -3.082
H -4.775 4.706 -2.940
H -3.051 4.302 -3.197
C -8.648 4.511 -4.589
N -7.244 4.528 -4.095
O -6.856 3.564 -3.472
O -6.585 5.514 -4.355
H -9.109 3.579 -4.285
H -9.159 5.361 -4.146
H -8.614 4.595 -5.671
C -6.124 -2.440 3.016
N -6.202 -3.700 2.225
O -5.257 -3.971 1.522
O -7.213 -4.365 2.345
H -5.174 -1.959 2.807
H -6.955 -1.811 2.709
H -6.203 -2.709 4.065
C 1.250 3.115 6.859
N 1.228 1.889 6.017
O 2.188 1.678 5.309
O 0.242 1.189 6.101
H 2.183 3.639 6.681
H 0.399 3.724 6.567
H 1.171 2.801 7.896
C 3.847 -2.786 -6.327
N 5.259 -2.895 -5.872
O 5.583 -3.897 -5.271
O 5.994 -1.967 -6.138
H 3.312 -3.678 -6.022
H 3.421 -1.903 -5.861
H 3.861 -2.693 -7.410
*
```

---

(5)
C22H42Cl3MnN2O4SSi as an isolated structure in a non-equilibrium geometry, computed with ωB97M-V with the def2-TZVPD basis set.

Results
Expectation value of S² ... 6.135
Highest occupied orbital energy (alpha / beta) ... -7.647 / -7.633 eV
Frontier orbital gap (alpha / beta) ... 4.227 / 5.141 eV
Energy above the lowest of the compared OMol25 structures with the same formula, charge and spin ... 6.272 eV

The geometry in ORCA input format:
```
! RIJCOSX wB97M-V def2-TZVPD def2/J DEFGRID3
* xyz 0 5
C 2.420 -1.954 -2.704
C 2.060 -0.900 -3.688
H 1.761 -2.824 -2.820
H 2.360 -1.631 -1.654
H 3.442 -2.280 -2.929
C 2.051 -1.174 -5.000
C 2.372 -2.498 -5.577
H 1.771 -0.394 -5.694
H 1.802 -3.321 -5.134
H 3.428 -2.762 -5.468
H 2.144 -2.479 -6.642
Mn 1.055 -0.012 -0.482
Cl 1.262 2.236 0.074
Cl 2.095 -1.016 1.222
H -3.542 2.020 3.804
H -0.970 1.248 6.568
C -3.203 1.020 4.158
C -1.516 0.542 5.929
N -1.798 1.109 4.612
H -3.292 0.288 3.328
C -0.809 0.982 3.644
O -0.949 1.180 2.446
H -0.926 -0.377 5.861
H 0.176 0.661 4.036
H -3.822 0.692 5.017
H -2.461 0.277 6.420
H -0.349 -4.055 2.523
H 0.186 -3.687 -0.999
C -1.243 -4.079 1.870
C -0.818 -3.898 -0.618
N -1.075 -3.253 0.673
H -2.103 -3.722 2.472
C -1.166 -1.928 0.759
O -1.200 -1.131 -0.187
H -1.533 -3.569 -1.380
H -1.214 -1.493 1.839
H -1.392 -5.100 1.516
H -0.944 -4.960 -0.449
O 0.700 0.212 -2.231
C 1.647 0.462 -3.202
C -0.156 1.172 -4.881
C 1.041 1.431 -4.201
H -0.727 0.270 -4.623
C -0.556 2.022 -5.927
H 2.540 0.924 -2.749
C 1.697 2.653 -4.361
H -1.435 1.762 -6.528
C 0.164 3.196 -6.187
C 1.279 3.513 -5.391
H 2.555 2.852 -3.695
H -0.062 3.794 -7.072
H 1.866 4.421 -5.568
Si -1.448 1.604 -0.966
Cl -1.436 -1.680 3.691
C -2.505 0.638 -2.238
C -0.928 3.161 -1.957
C -2.522 2.079 0.445
H -2.567 1.077 -3.255
H -3.525 0.605 -1.809
H -2.138 -0.389 -2.352
H -2.865 1.223 1.044
H -3.362 2.655 0.002
H -1.977 2.763 1.107
H -1.292 3.163 -3.001
H 0.165 3.278 -1.967
H -1.352 4.030 -1.425
C 2.203 1.352 6.082
S 3.198 -0.054 6.611
C 1.991 -1.423 6.420
O 4.297 -0.251 5.616
H 1.271 1.356 6.665
H 2.040 1.263 4.996
H 2.821 2.232 6.320
H 1.511 -1.454 5.415
H 2.569 -2.341 6.610
H 1.236 -1.326 7.217
*
```

---

(6)
A 11-piece molecular cluster, C22H42ClN11O24S overall in a non-equilibrium geometry, computed with ωB97M-V with the def2-TZVPD basis set.

Results
Structure (SMILES) ... C[C@@H](Cl)Cc1cc(S(C)(=O)=O)cc2c1C(=O)NC2=O.C[N+](=O)[O-].C[N+](=O)[O-].C[N+](=O)[O-].C[N+](=O)[O-].C[N+](=O)[O-].C[N+](=O)[O-].C[N+](=O)[O-].C[N+](=O)[O-].C[N+](=O)[O-].C[N+](=O)[O-]
Highest occupied orbital energy ... -9.662 eV
Frontier orbital gap ... 8.793 eV

The geometry in ORCA input format:
```
! RIJCOSX wB97M-V def2-TZVPD def2/J DEFGRID3
* xyz 0 1
C -0.991 -5.429 1.568
C -1.314 -4.725 2.932
Cl -1.443 -6.064 4.184
C -0.232 -3.689 3.409
C 0.072 -2.707 2.241
C -1.055 -1.883 1.755
C -0.865 -0.979 0.642
S -2.353 -0.067 0.097
C -3.297 -1.238 -0.947
O -2.018 1.180 -0.597
O -3.084 0.264 1.323
C 0.440 -0.865 0.011
C 1.510 -1.687 0.518
C 1.377 -2.636 1.639
C 2.698 -3.402 1.916
O 3.011 -4.139 2.788
N 3.526 -2.998 0.772
C 2.997 -1.824 0.089
O 3.583 -1.091 -0.654
H -0.778 -4.725 0.728
H -0.130 -6.138 1.674
H -1.919 -5.993 1.271
H -2.314 -4.230 2.838
H 0.688 -4.149 3.838
H -0.716 -3.071 4.218
H -2.037 -2.012 2.253
H -4.072 -1.762 -0.336
H -2.634 -2.037 -1.377
H -3.835 -0.728 -1.782
H 0.615 -0.174 -0.853
H 3.253 -3.722 0.077
C -3.475 3.746 -1.919
N -3.990 4.994 -2.546
O -3.176 5.764 -3.017
O -5.197 5.156 -2.542
H -2.393 3.737 -1.996
H -3.788 3.748 -0.878
H -3.907 2.906 -2.458
C 1.940 2.023 2.044
N 1.062 1.478 3.114
O 0.604 2.264 3.918
O 0.865 0.278 3.102
H 2.025 3.097 2.177
H 2.911 1.543 2.141
H 1.477 1.787 1.088
C -5.811 -5.072 0.370
N -4.759 -4.485 1.242
O -4.720 -4.851 2.396
O -4.006 -3.673 0.729
H -6.400 -5.771 0.956
H -6.430 -4.254 0.007
H -5.310 -5.581 -0.450
C 5.270 0.769 -2.673
N 4.743 2.030 -3.260
O 5.549 2.812 -3.726
O 3.537 2.188 -3.231
H 6.351 0.764 -2.769
H 4.975 0.744 -1.628
H 4.830 -0.057 -3.226
C 1.641 -0.844 -4.660
N 0.758 -1.407 -3.603
O 0.327 -0.636 -2.766
O 0.531 -2.599 -3.652
H 1.754 0.223 -4.489
H 2.601 -1.351 -4.588
H 1.166 -1.034 -5.619
C 10.217 0.208 -3.003
N 9.159 -0.834 -2.905
O 8.508 -1.069 -3.906
O 9.022 -1.377 -1.828
H 10.224 0.603 -4.015
H 9.975 0.988 -2.285
H 11.166 -0.266 -2.766
C -4.793 7.633 -0.713
N -5.109 8.418 0.511
O -5.171 7.816 1.563
O -5.285 9.615 0.367
H -4.664 6.593 -0.436
H -5.627 7.748 -1.402
H -3.876 8.038 -1.134
C 5.250 -4.925 -2.671
N 4.833 -5.267 -1.285
O 3.634 -5.256 -1.036
O 5.711 -5.531 -0.500
H 4.362 -4.713 -3.260
H 5.895 -4.051 -2.612
H 5.784 -5.783 -3.073
C -3.748 -5.522 7.084
N -4.249 -4.267 6.460
O -3.425 -3.509 5.987
O -5.452 -4.093 6.468
H -2.666 -5.544 7.003
H -4.059 -5.516 8.127
H -4.192 -6.355 6.545
C -3.313 12.182 -0.377
N -2.706 13.241 -1.228
O -2.997 14.395 -0.980
O -1.958 12.873 -2.113
H -3.951 12.652 0.364
H -3.892 11.530 -1.027
H -2.500 11.640 0.101
*
```